A cluster of 5 separate species, C28H49F3N7O6 in total, computed with ωB97M-V/def2-TZVPD.

Computed properties:
orbital gap	0.3066	Eh
E_tot	-60693.01838	eV

```
! RIJCOSX wB97M-V def2-TZVPD def2/J DEFGRID3
* xyz 1 1
C 5.224 -3.284 1.405
C 4.739 -2.518 0.429
C 3.712 -1.475 0.740
C 2.448 -1.506 -0.165
N 2.887 -1.726 -1.525
C 1.783 -0.157 0.056
N 0.369 -0.052 -0.514
C 0.276 0.241 -1.964
F 1.402 0.744 -2.411
F -0.057 -0.808 -2.672
F -0.673 1.160 -2.105
C -0.418 -1.264 -0.027
C -1.905 -1.169 -0.371
C -2.719 -1.537 0.842
O -2.468 -1.094 1.931
O -3.728 -2.338 0.584
C 0.292 -2.598 -0.345
C -0.535 -3.797 0.102
C -0.248 -4.416 1.313
C -0.982 -5.521 1.732
C -1.992 -6.029 0.920
C -2.299 -5.418 -0.297
C -1.564 -4.305 -0.694
N 1.595 -2.583 0.353
H 4.598 -3.467 2.268
H 6.216 -3.706 1.360
H 5.116 -2.632 -0.578
H 3.381 -1.617 1.769
H 4.172 -0.488 0.707
H 3.068 -2.713 -1.671
H 2.203 -1.477 -2.228
H 1.645 -0.059 1.133
H 2.400 0.686 -0.232
H -0.051 0.755 -0.045
H -0.395 -1.181 1.060
H -2.176 -0.133 -0.586
H -2.188 -1.739 -1.247
H -4.265 -2.394 1.406
H 0.545 -2.735 -1.393
H 0.546 -4.015 1.920
H -0.758 -6.011 2.667
H -2.544 -6.904 1.228
H -3.079 -5.816 -0.924
H -1.803 -3.844 -1.643
H 1.458 -2.424 1.348
C -6.951 -3.131 1.629
O -5.833 -3.202 2.128
N -7.890 -2.258 1.998
C -9.202 -2.225 1.375
C -7.588 -1.311 3.062
H -7.272 -3.807 0.822
H -9.373 -1.249 0.919
H -9.974 -2.407 2.123
H -9.270 -2.991 0.605
H -6.734 -0.694 2.780
H -7.333 -1.848 3.976
H -8.451 -0.677 3.241
C 4.857 4.652 -3.785
O 5.871 4.344 -3.198
N 3.672 4.018 -3.641
C 2.480 4.422 -4.360
C 3.604 2.893 -2.727
H 4.817 5.493 -4.499
H 1.699 4.699 -3.647
H 2.122 3.600 -4.983
H 2.695 5.277 -4.998
H 3.883 3.218 -1.722
H 4.304 2.117 -3.040
H 2.599 2.500 -2.717
C 1.807 -1.512 4.486
O 1.909 -0.927 3.410
N 0.668 -2.054 4.931
C 0.569 -2.778 6.185
C -0.497 -1.892 4.083
H 2.664 -1.656 5.160
H 0.243 -3.802 5.999
H -0.153 -2.290 6.841
H 1.536 -2.801 6.682
H -0.269 -2.335 3.113
H -0.706 -0.832 3.941
H -1.366 -2.380 4.513
C 0.637 8.253 -3.658
O -0.413 8.782 -3.958
N 1.843 8.853 -3.686
C 3.054 8.152 -3.312
C 1.921 10.244 -4.104
H 0.690 7.199 -3.325
H 3.531 8.650 -2.467
H 3.746 8.136 -4.156
H 2.815 7.128 -3.028
H 1.317 10.866 -3.443
H 1.535 10.351 -5.118
H 2.956 10.576 -4.071
*
```